48
Properties=species:S:1:pos:R:3:mulliken_charge:R:1 method="wB97M-V/def2-TZVPD" molar_mass_g_mol=343.43 e_tot_ha=-1641.3748 max_force_ev_per_a=1.345 lumo_energy_ev=0.477 smiles=CCCCCCCCCCP(CCSc1nnco1)OC#N gap_ev=9.602
C 5.70 2.54 1.35 -1.4486
C 4.77 1.41 0.93 -0.1473
C 5.33 0.65 -0.28 -0.6861
C 4.31 0.41 -1.40 -1.2199
C 2.96 -0.14 -0.94 -0.5180
C 3.00 -1.24 0.13 -0.2804
C 2.34 -2.55 -0.28 -1.3469
C 0.82 -2.51 -0.56 -0.5780
C 0.05 -1.33 0.03 -0.4615
C -1.45 -1.56 -0.11 -0.8794
P -2.43 -0.55 1.04 -0.0988
C -4.08 -1.38 0.91 -0.7899
C -5.26 -0.43 1.18 -0.7882
S -6.34 -0.38 -0.29 -0.1931
C -6.80 1.29 -0.41 0.5924
N -6.87 1.91 -1.56 -0.3137
N -7.35 3.18 -1.27 -0.3651
C -7.51 3.23 0.02 -0.0086
O -7.19 2.06 0.63 -0.2712
O -2.65 0.94 0.21 -0.4162
C -3.05 0.85 -1.02 0.6059
N -3.38 0.72 -2.11 -0.4414
H 5.24 3.22 2.07 0.3726
H 6.01 3.13 0.49 0.3687
H 6.60 2.14 1.80 0.3481
H 4.76 0.71 1.76 0.1656
H 3.76 1.78 0.76 0.3209
H 6.16 1.21 -0.71 0.4822
H 5.74 -0.31 0.03 0.3793
H 4.13 1.37 -1.87 0.3580
H 4.74 -0.21 -2.18 0.3187
H 2.29 0.65 -0.62 0.3798
H 2.48 -0.58 -1.82 0.4661
H 2.53 -0.87 1.04 0.2371
H 4.02 -1.48 0.43 0.4803
H 2.86 -2.98 -1.13 0.2799
H 2.49 -3.25 0.54 0.3768
H 0.39 -3.41 -0.12 0.4252
H 0.62 -2.59 -1.63 0.3775
H 0.28 -0.46 -0.58 0.0782
H 0.33 -1.11 1.05 0.5373
H -1.75 -1.34 -1.14 0.4816
H -1.71 -2.61 0.06 0.5561
H -4.19 -1.82 -0.08 0.4490
H -4.05 -2.16 1.66 0.4937
H -4.95 0.58 1.41 0.4262
H -5.85 -0.83 2.00 0.4749
H -7.86 4.07 0.58 0.4201